ORCA calculation (ωB97M-V/def2-TZVPD) on a single C18H21NO3 molecule.

ΔE to the lowest compared entry with this formula, charge and spin = 20.5 kcal per mole
Highest occupied orbital energy = -8.1934 eV
SMILES = COc1ccc(C(=O)NCCCc2ccccc2)cc1OC

Geometry as XYZ:
```
43
Properties=species:S:1:pos:R:3:forces:R:3:mulliken_charge:R:1
C -6.015115 -0.049724 2.694247 -0.35 -0.34 0.19 -0.707
O -5.341777 1.085944 2.199307 0.31 0.17 -0.14 -0.456
C -4.035823 1.045016 1.826198 0.10 0.11 -0.05 0.414
C -3.531873 2.274607 1.404368 -0.07 -0.27 0.08 -0.592
C -2.227508 2.421529 0.987157 0.18 -0.15 -0.03 -0.857
C -1.384241 1.319183 0.958171 -0.31 0.15 0.16 0.097
C 0.021252 1.510488 0.504083 -0.01 -0.27 -0.01 0.269
O 0.629333 2.548934 0.678043 0.03 0.30 -0.03 -0.663
N 0.577838 0.431697 -0.107624 -0.01 -0.29 -0.07 -0.124
C 1.898851 0.476973 -0.688836 0.10 0.03 -0.16 -0.863
C 1.852157 0.634368 -2.209612 0.17 0.14 0.21 -0.356
C 3.259034 0.704558 -2.814963 -0.26 -0.11 -0.02 -1.268
C 4.008006 -0.582801 -2.615923 0.11 0.10 -0.05 0.488
C 4.971966 -0.706062 -1.623698 -0.01 0.00 -0.05 -0.207
C 5.635303 -1.904885 -1.427672 0.07 -0.06 0.07 -0.580
C 5.341821 -2.999520 -2.222343 0.06 -0.09 0.04 -0.406
C 4.383783 -2.887390 -3.215793 -0.03 -0.09 -0.04 -0.613
C 3.723193 -1.687762 -3.409504 0.00 0.02 0.02 -0.256
C -1.868905 0.086459 1.386342 0.03 0.05 -0.04 -0.614
C -3.174953 -0.071299 1.828115 -0.18 -0.13 0.05 1.144
O -3.670318 -1.275812 2.269928 -0.11 0.48 -0.08 -0.452
C -2.808923 -2.383539 2.333289 0.12 -0.17 0.01 -0.948
H -5.556362 -0.424675 3.611254 -0.05 0.02 -0.08 0.267
H -6.054147 -0.852366 1.955188 -0.01 0.07 0.08 0.259
H -7.026541 0.295109 2.909526 0.07 -0.04 -0.01 0.288
H -4.207905 3.114478 1.423916 -0.09 0.09 0.00 0.432
H -1.847363 3.381992 0.677993 0.04 0.10 -0.02 0.458
H -0.014265 -0.338185 -0.373750 -0.06 0.13 0.07 0.299
H 2.439223 -0.437331 -0.422720 0.00 0.14 0.01 0.272
H 2.402506 1.336452 -0.240760 0.04 -0.14 -0.03 0.348
H 1.310577 -0.209714 -2.645235 -0.05 0.01 -0.05 0.366
H 1.307872 1.549646 -2.450421 -0.07 -0.02 0.00 0.329
H 3.804267 1.528874 -2.352666 0.03 0.05 -0.05 0.408
H 3.168643 0.911439 -3.883760 0.07 0.07 0.03 0.400
H 5.206354 0.145642 -1.001107 0.02 0.10 0.06 0.348
H 6.383886 -1.984413 -0.652788 0.06 -0.01 0.06 0.372
H 5.859513 -3.935258 -2.070867 0.04 -0.07 0.01 0.372
H 4.153177 -3.736590 -3.842888 -0.01 -0.06 -0.05 0.372
H 2.980355 -1.603731 -4.190659 -0.08 0.02 -0.09 0.389
H -1.198641 -0.758266 1.410398 0.03 -0.10 0.03 0.610
H -3.411506 -3.193643 2.742084 0.10 0.01 -0.03 0.248
H -2.445522 -2.673116 1.341388 0.01 0.02 0.04 0.354
H -1.957246 -2.198545 2.995851 -0.02 0.00 -0.04 0.359
```
Positions in Å, forces in eV/Å.

ORCA calculation (ωB97M-V/def2-TZVPD) on a molecular structure, C43H45BF4N3O3SSbSiTl.

ΔE to the lowest compared entry with this formula, charge and spin = 7.9 kcal per mole
Net charge = -1
Highest occupied orbital energy = -4.6463 eV

Geometry as XYZ:
```
103
Properties=species:S:1:pos:R:3:forces:R:3:mulliken_charge:R:1
Tl 0.747185 0.293903 0.778576 -0.28 0.35 -0.22 1.347
C 5.161576 1.488367 2.304147 -0.01 -0.01 0.00 -1.070
C 3.793640 1.148417 2.360108 0.03 -0.02 -0.02 -0.230
N 2.940890 1.521232 1.440032 0.04 -0.02 0.02 0.079
C 3.363649 2.264441 0.385044 -0.04 -0.01 -0.01 -0.271
C 4.722783 2.598683 0.213646 0.01 0.00 0.00 1.803
C 5.619322 2.191454 1.228964 0.00 0.00 -0.01 -0.766
C 5.135323 3.303959 -0.942404 0.01 0.00 0.01 -0.981
C 4.200176 3.644845 -1.877563 0.00 0.00 0.00 -1.047
C 2.835581 3.348547 -1.700205 -0.01 0.01 0.00 -0.302
C 2.370605 2.690630 -0.574004 0.01 -0.03 0.00 -0.413
N 1.067876 2.353692 -0.312342 0.02 0.01 0.07 0.481
C 0.019769 3.183856 -0.548577 -0.05 -0.02 -0.02 0.237
C 0.071083 4.499790 -0.998834 0.02 -0.02 0.01 -0.837
C -1.082585 5.294927 -1.109599 -0.01 0.00 -0.01 -1.058
C -2.321954 4.825891 -0.783375 0.00 0.00 -0.01 -1.081
C -2.438795 3.498763 -0.307501 -0.02 0.00 -0.02 1.438
C -3.673571 2.949445 0.097649 0.00 -0.01 -0.01 -0.882
C -3.734990 1.670968 0.570124 -0.02 -0.01 -0.08 -0.909
C -2.550245 0.922960 0.623795 0.04 -0.09 0.02 -0.288
N -1.387283 1.405118 0.248408 -0.03 -0.05 0.02 0.825
C -1.295344 2.677289 -0.206318 0.04 0.00 -0.03 -0.853
H 5.824541 1.170591 3.097364 0.00 0.00 0.00 0.407
H 3.394536 0.543221 3.166806 -0.01 0.01 0.00 0.533
H 6.669486 2.444247 1.133693 0.00 0.00 0.00 0.423
H 6.181793 3.550962 -1.072421 0.00 0.00 0.00 0.377
H 4.506164 4.161416 -2.779805 0.00 0.00 0.00 0.381
H 2.131361 3.627386 -2.472193 0.00 0.00 0.00 0.570
H 1.026077 4.948086 -1.226288 0.00 0.01 0.00 0.732
H -0.970359 6.315040 -1.459819 0.01 0.00 0.00 0.386
H -3.208539 5.440979 -0.873294 0.00 0.00 0.00 0.400
H -4.565027 3.562424 0.025793 0.00 0.00 0.00 0.378
H -4.666037 1.214366 0.878319 0.00 0.01 0.01 0.498
H -2.548572 -0.097893 0.983804 0.01 0.02 0.05 0.453
C -0.976518 -0.568143 4.424831 0.01 0.01 -0.02 -0.804
S 0.443994 0.306553 3.829117 0.06 -0.07 0.00 1.085
O -0.083411 1.213563 2.756921 0.09 -0.23 -0.15 -0.771
O 1.023520 1.013647 4.945706 -0.05 0.08 -0.03 -0.673
O 1.320831 -0.678878 3.186550 0.07 -0.04 0.25 -0.620
H -0.711098 -1.027099 5.374202 0.01 -0.04 -0.03 0.397
H -1.261250 -1.322884 3.694798 -0.01 0.04 -0.01 0.082
H -1.778221 0.154275 4.563268 0.02 0.01 0.05 0.292
C 0.939720 -2.743269 -1.370378 -0.01 -0.02 -0.01 -0.224
Si 1.997618 -1.620788 -0.332388 0.01 0.06 0.12 0.692
C 3.204955 -0.713897 -1.448931 0.01 -0.01 -0.01 -0.884
C 2.862729 -2.496299 1.058922 0.01 -0.03 -0.01 -1.052
H 1.566230 -3.572929 -1.715517 0.00 0.01 0.00 0.545
H 0.561063 -2.218482 -2.249918 -0.01 -0.02 0.00 -0.017
H 0.100358 -3.155936 -0.812102 -0.01 0.00 0.02 -0.147
H 3.764525 -1.435957 -2.051894 -0.01 0.00 0.01 0.530
H 3.922940 -0.118171 -0.881844 -0.01 -0.01 0.00 0.166
H 2.677922 -0.042195 -2.131191 0.02 0.00 -0.01 0.093
H 3.512593 -3.281359 0.660132 0.00 0.00 0.00 0.476
H 2.124616 -2.944143 1.724810 0.00 0.01 0.00 0.205
H 3.468144 -1.796892 1.638014 0.00 -0.01 0.01 0.203
F -0.147626 -3.666387 1.823339 -0.05 0.01 -0.01 -0.281
B -1.404400 -3.139499 1.524814 -0.01 -0.02 -0.03 -0.116
F -1.262854 -1.737109 1.241365 0.03 -0.03 0.03 0.439
F -1.930345 -3.762372 0.375320 0.02 0.03 0.02 -0.245
F -2.290082 -3.273038 2.598390 0.02 0.00 -0.02 -0.367
C -5.673207 -1.623486 -3.775593 0.02 -0.05 -0.01 -1.336
C -5.694150 -1.807373 -2.279660 -0.02 0.01 -0.01 1.028
C -6.917712 -2.088637 -1.672153 0.01 0.02 -0.02 -0.745
C -7.021538 -2.317853 -0.308638 0.01 0.00 0.01 -0.652
C -5.884029 -2.278159 0.480689 -0.03 -0.01 0.00 -1.118
C -4.660018 -1.995849 -0.108414 0.03 0.00 0.02 -0.507
C -4.544129 -1.741558 -1.477192 0.01 -0.04 0.00 0.688
Sb -2.511374 -1.341556 -2.080507 -0.13 0.11 -0.10 -0.134
C -2.527307 -2.350764 -3.998251 0.03 0.03 0.01 1.220
C -2.442734 -1.648805 -5.197076 -0.02 -0.01 -0.01 -0.025
C -2.397072 -2.309661 -6.417998 0.01 0.00 -0.01 -0.915
C -2.436179 -3.694672 -6.447331 0.00 0.00 0.01 -0.677
C -2.513849 -4.403577 -5.257182 -0.01 0.00 0.00 -0.766
C -2.553336 -3.752391 -4.026596 0.01 0.00 0.04 0.329
C -2.642565 -4.552636 -2.754696 -0.01 0.01 0.01 -1.141
C -2.823550 0.638773 -2.899117 0.08 -0.01 0.03 1.203
C -4.069993 1.255091 -2.932290 -0.03 0.02 0.03 -0.886
C -4.227218 2.543629 -3.427879 -0.01 0.00 0.01 -0.996
C -3.121457 3.241878 -3.883541 0.01 0.01 0.02 -0.844
C -1.867297 2.651692 -3.828537 0.00 0.00 0.02 -0.679
C -1.700355 1.360391 -3.336531 0.01 -0.01 0.01 0.968
C -0.314689 0.772585 -3.260336 0.00 0.01 -0.01 -1.429
H -6.654673 -1.305715 -4.131494 0.01 0.00 -0.01 0.466
H -5.420449 -2.560953 -4.277697 0.01 0.00 0.01 0.273
H -4.937333 -0.888686 -4.092795 0.00 -0.01 -0.01 0.140
H -7.808147 -2.131448 -2.290791 0.00 0.00 0.00 0.399
H -7.987534 -2.537371 0.130201 0.00 0.00 0.00 0.372
H -5.935551 -2.479534 1.543267 0.00 0.01 0.00 0.484
H -3.772543 -2.010962 0.513093 0.02 0.01 0.00 0.243
H -2.440153 -0.564207 -5.188958 0.02 0.02 0.02 0.282
H -2.336402 -1.742030 -7.338830 0.00 0.00 0.00 0.418
H -2.405267 -4.224149 -7.391998 0.00 0.00 0.00 0.361
H -2.543327 -5.487692 -5.278366 0.00 0.00 0.00 0.377
H -2.579202 -5.621613 -2.958577 0.00 0.01 0.01 0.445
H -3.584047 -4.362981 -2.232221 0.00 0.00 0.00 0.211
H -1.846963 -4.292965 -2.052187 0.00 0.00 0.00 0.048
H -4.938673 0.729531 -2.552002 0.01 0.02 0.00 0.268
H -5.210045 3.000144 -3.445228 0.01 0.00 0.00 0.391
H -3.226809 4.252051 -4.259592 0.00 0.00 0.00 0.355
H -0.995301 3.209920 -4.150645 0.00 0.00 0.00 0.336
H 0.425010 1.457581 -3.676241 0.00 0.00 0.00 0.410
H -0.243803 -0.172733 -3.806389 -0.01 -0.01 -0.01 0.419
H -0.033534 0.580085 -2.220612 -0.01 0.00 0.01 -0.047
```
Positions in Å, forces in eV/Å.

ORCA calculation (ωB97M-V/def2-TZVPD) on a molecular structure, C58H42Cl2F3N5O10SZr.

ΔE to the lowest compared entry with this formula, charge and spin = 0.0 kcal per mole
Net charge = -2
Highest occupied orbital energy (alpha / beta) = -1.7550 / -1.7550 eV

Geometry as XYZ:
```
122
Properties=species:S:1:pos:R:3:forces:R:3:mulliken_charge:R:1
Zr -0.034977 -0.453923 -0.079023 -2.47 -0.82 2.28 -0.765
C 0.185785 3.968246 8.891451 0.25 -0.57 0.88 -0.916
O 0.199638 2.569179 8.715794 -0.24 -0.43 -0.93 -0.448
C 0.131106 2.148112 7.381865 0.27 -0.34 0.45 0.339
C -0.277100 0.882513 7.024798 0.37 -0.86 -1.00 -0.662
C -0.343882 0.597012 5.635715 -0.65 0.43 0.32 -0.229
C -0.056110 1.512389 4.651602 -0.40 1.96 -1.62 0.072
C 0.502394 2.768530 5.064252 -0.68 -1.52 -2.37 -1.057
C 0.587478 2.995474 6.382175 1.22 2.34 1.32 -0.016
C -0.340764 1.350849 3.139181 0.55 -0.92 -0.66 1.220
C 0.826874 1.307863 2.312956 -1.11 1.44 2.12 0.878
C 2.134198 1.614554 2.796232 0.32 -1.47 -1.55 -2.047
C 2.931063 1.582842 1.677353 0.84 1.18 2.61 -1.073
C 2.075008 1.567973 0.605758 1.63 0.60 -3.66 1.184
N 0.806665 1.307394 0.946210 -0.22 -0.31 0.45 -0.478
C 2.532886 1.890625 -0.732314 -0.63 -1.46 2.21 0.949
C 1.856731 1.419693 -1.827527 -1.69 1.06 2.51 0.703
C 2.196898 1.641288 -3.114416 0.56 -0.11 -4.02 -1.117
C 1.191733 1.115142 -3.903996 2.18 1.45 -1.48 -1.884
C 0.221742 0.602960 -3.073633 0.14 1.20 1.93 0.089
C -0.967072 0.089356 -3.545497 1.92 -0.85 -0.20 0.825
C -1.221242 0.014887 -4.997012 -0.97 -0.90 -0.59 -0.352
C -1.947501 1.060086 -5.510673 0.35 1.38 0.48 -0.019
C -2.315615 1.115531 -6.834866 0.03 -0.48 0.26 -0.760
C -1.997550 0.091348 -7.690083 0.39 0.77 -0.66 0.866
O -2.226115 0.156591 -9.040616 0.11 -0.94 -0.23 -0.486
C -2.276929 1.396927 -9.709904 -0.35 0.08 0.54 -0.783
C -1.366321 -1.021427 -7.184563 -0.03 -0.96 0.09 -0.754
C -1.076626 -1.112188 -5.844435 0.25 1.22 1.31 -0.370
C -1.876343 -0.380251 -2.686916 -3.71 -0.26 0.13 0.758
N -1.974244 -0.205659 -1.363138 1.41 0.14 2.85 0.218
C -3.261871 -0.500454 -0.941384 0.49 -0.10 -0.23 0.909
C -3.825228 -0.572344 0.322242 0.97 0.36 2.13 0.110
C -5.179655 -1.080431 0.830547 -0.10 -0.82 -1.89 -0.196
C -6.378285 -0.697145 0.239148 0.02 0.11 -0.65 -0.122
C -7.624205 -1.255687 0.535442 -0.01 0.03 -0.25 -0.781
C -7.740083 -2.280030 1.431381 1.04 -0.31 1.52 0.510
O -8.903541 -2.854117 1.918890 0.33 -0.43 -0.24 -0.446
C -10.099164 -2.099134 1.968741 0.94 0.52 0.62 -0.813
C -6.545976 -2.722906 2.041396 0.67 1.62 -0.40 -0.927
C -5.287175 -2.127472 1.772976 -1.51 -0.20 -0.69 -0.469
C -3.033437 -0.103087 1.402320 -0.19 0.68 1.05 1.273
C -3.582459 0.046010 2.784949 0.63 1.01 -0.91 -1.330
C -2.691608 0.859500 3.426045 -1.19 -0.84 -0.58 -1.550
C -1.611465 1.086737 2.542316 2.49 -1.17 0.72 -0.150
N -1.792701 0.466537 1.290685 -0.92 0.91 1.63 0.126
C -3.969182 -0.808153 -2.105736 -2.56 -1.06 0.50 -1.646
C -3.167645 -0.848403 -3.145422 -0.07 0.34 -1.60 -1.507
N 0.594625 0.868871 -1.746758 -0.52 -1.60 -1.15 0.236
C 3.821083 2.552621 -0.862242 2.16 -0.43 -0.85 0.177
C 4.044990 3.560308 -1.762405 0.83 0.47 -0.29 -0.792
C 5.321471 4.010435 -2.090714 0.65 0.61 0.43 -0.634
C 6.460459 3.484175 -1.486147 0.81 0.34 0.86 0.956
O 7.746335 4.016195 -1.595981 -0.30 -0.52 -0.07 -0.428
C 7.979435 5.026226 -2.541714 -0.49 0.84 0.64 -0.834
C 6.347847 2.423388 -0.558708 -2.35 0.90 -1.43 -1.207
C 5.027239 2.006922 -0.348961 0.03 -1.54 0.91 -0.165
H -0.349243 4.130710 9.823862 0.18 0.18 0.25 0.268
H 1.202030 4.373886 8.947893 -0.05 0.06 0.06 0.273
H -0.349763 4.475544 8.120641 -0.42 0.35 -0.68 0.457
H -0.320215 -0.125350 7.547027 -0.09 0.29 0.88 0.430
H -0.735982 -0.370310 5.365942 0.11 -0.30 -0.04 0.756
H 0.854353 3.498113 4.302623 -0.32 -0.57 0.74 0.426
H 1.128672 3.919134 6.651506 -0.49 -0.40 0.10 0.253
H 2.553986 1.752657 3.751473 -0.27 -0.19 1.15 0.646
H 4.014904 1.596027 1.748711 -0.59 0.46 -0.27 0.470
H 3.120149 2.100666 -3.432065 -0.14 -0.11 -0.17 0.721
H 1.103708 1.185118 -4.988546 0.19 -0.22 0.36 0.577
H -2.182925 1.917077 -4.849803 0.06 -0.61 -0.44 0.412
H -2.915569 1.910793 -7.137209 -0.76 1.35 -0.73 0.421
H -2.160080 1.144297 -10.785253 -0.01 0.47 0.72 0.227
H -3.265005 1.859744 -9.514659 0.41 0.05 -0.38 0.281
H -1.491810 2.076500 -9.314656 -0.29 -0.29 -0.49 0.346
H -1.145209 -1.871418 -7.806305 -0.09 -0.10 -0.34 0.409
H -0.771864 -2.021576 -5.374977 0.51 -0.49 -0.10 0.643
H -6.355723 0.004976 -0.589748 0.05 0.21 0.28 0.545
H -8.498218 -0.931069 0.024967 -0.54 0.49 -0.46 0.468
H -10.660052 -2.350043 2.883674 0.33 -0.08 -0.37 0.244
H -9.815350 -1.054102 1.992276 -0.22 0.46 0.19 0.381
H -10.704234 -2.247065 1.106595 -0.62 -0.33 -0.81 0.297
H -6.670016 -3.361159 2.872999 0.16 -1.01 0.59 0.420
H -4.394445 -2.466299 2.254484 0.28 -0.30 0.32 0.648
H -4.547914 -0.296656 3.165964 0.60 0.20 -0.27 0.402
H -2.721145 1.223576 4.426873 -0.06 0.13 0.45 0.734
H -5.014747 -1.013516 -1.994422 -0.36 -0.31 -0.61 0.682
H -3.482673 -1.040640 -4.154660 0.23 -0.09 -0.20 0.569
H 3.281428 4.045028 -2.305714 -1.15 0.33 -0.22 0.715
H 5.368310 4.913124 -2.694670 0.24 -0.32 -0.14 0.276
H 8.993924 5.404925 -2.473031 0.31 -0.48 0.24 0.244
H 7.798852 4.686632 -3.537346 -0.21 -0.27 -0.86 0.347
H 7.357904 5.905375 -2.332533 -0.20 -0.09 -0.13 0.309
H 7.196972 1.931649 -0.131691 0.23 -0.11 0.17 0.490
H 4.853054 1.088496 0.225559 0.54 0.37 -0.26 0.078
Cl 4.275326 -0.905324 -2.122265 -0.53 0.72 -0.47 -0.202
C 4.158786 -2.009711 -0.821464 -0.63 0.58 2.19 0.866
C 5.363368 -2.687022 -0.589974 -0.73 0.55 -1.24 -0.648
C 5.370323 -3.630168 0.339319 -2.34 -2.11 2.92 0.200
Cl 6.425015 -5.005411 0.180222 0.63 0.05 0.34 -0.312
C 4.220957 -3.763850 1.299665 0.07 -1.04 1.01 0.044
C 4.176519 -4.735186 2.418703 1.02 0.49 -2.55 -0.553
C 3.188060 -4.691934 3.368855 2.45 -0.18 -0.31 -0.849
C 2.284999 -3.652206 3.321540 -1.29 1.15 -1.41 -0.206
N 2.149889 -2.807925 2.281544 0.83 -0.84 0.18 -0.093
C 3.066865 -2.894322 1.252749 1.67 -0.30 0.10 0.689
C 3.058129 -1.999460 0.101883 -1.07 2.30 -0.93 -1.716
O 2.117759 -1.044912 -0.036463 0.29 -1.70 0.45 0.855
H 6.182094 -2.480790 -1.264421 0.07 -0.39 -0.05 0.512
H 4.956185 -5.528416 2.398413 -0.59 0.73 0.34 0.292
H 3.379612 -5.301623 4.244189 -0.75 -0.15 0.02 0.344
H 1.586552 -3.602858 4.149163 -0.23 0.61 -0.17 0.448
O 0.090600 -1.689910 7.966114 0.81 -1.51 -1.61 -1.086
H 0.481015 -2.319411 7.262064 -0.95 1.53 1.65 0.127
H -1.475609 -2.854014 1.131910 -0.21 -2.66 -0.26 0.030
O -1.227561 -1.973217 1.115759 2.20 3.66 -1.29 -0.666
F 1.441555 -4.784323 -3.744981 -1.38 2.04 1.10 -0.329
C 1.257204 -3.492995 -3.159976 2.48 -0.38 -2.16 0.589
F 2.491868 -3.256148 -2.649407 -1.34 -0.26 0.55 -0.155
F 1.180450 -2.600909 -4.190195 -0.47 -0.75 0.22 -0.218
S -0.177412 -3.181136 -2.002064 -0.06 -0.39 -2.83 1.027
O 0.178400 -4.024378 -0.942192 -0.64 -2.20 1.56 -0.659
O -1.348675 -3.324318 -2.874772 1.63 -0.06 1.70 -0.667
O 0.140093 -1.805494 -1.637306 0.06 0.02 -1.15 0.285
```
Positions in Å, forces in eV/Å.

In order of appearance, E = -978.97210, -3580.72711, -4926.79485 Ha.